--- P ---
14
Properties=species:S:1:pos:R:3 method="wB97M-V/def2-TZVPD" orbital_gap_ev=9.6478 e_homo_ha=-0.331 e_lumo_ha=0.02366 smiles="CNC(N)=O.O"
C -1.37798 0.93643 -1.61571
N -0.64612 0.40216 -0.41390
C 0.69767 0.39075 -0.37079
N 1.32772 -0.47412 0.53097
O 1.40886 0.98638 -1.14467
H -2.06717 0.20286 -2.07405
H -1.66068 1.99426 -1.47530
H -0.63443 1.03164 -2.36418
H -1.09119 0.39007 0.45375
H 1.24234 -0.18968 1.50092
H 2.26800 -0.70085 0.23184
H -0.28062 -2.30961 2.61220
H -1.88640 -2.08196 2.54721
O -0.98126 -1.71090 2.35307

---

--- Q ---
14
Properties=species:S:1:pos:R:3 method="wB97M-V/def2-TZVPD" orbital_gap_ev="10.1103 / 8.1692" e_homo_ha="-0.343 / -0.297" e_lumo_ha="0.02810 / 0.00324"
C 0.81254 0.08721 0.39406
C -2.01679 0.64346 -0.51167
N -1.21600 -0.01579 0.49611
N 1.41156 -0.51226 1.41796
O 0.33614 -0.59034 -0.59388
O 2.29890 -0.55152 -1.14919
H 2.07912 -0.32897 -2.06353
H -1.49158 -0.98962 0.61296
H 0.85554 1.17339 0.36310
H 1.66755 -1.47907 1.27758
H 1.98249 0.03385 2.04118
H -2.99356 0.89343 -0.07406
H -2.18448 0.05097 -1.41643
H -1.54142 1.58526 -0.79418

---

--- R ---
14
Properties=species:S:1:pos:R:3 method="wB97M-V/def2-TZVPD" orbital_gap_ev=10.7057 e_homo_ha=-0.368 e_lumo_ha=0.02509 smiles="NCC(N)=O.O"
N 0.64700 -0.56564 1.19338
C -0.65313 0.06103 0.88493
C -0.57851 0.91773 -0.36658
N 0.57802 1.64065 -0.52488
O -1.51353 0.99614 -1.13590
H 1.21226 0.11313 1.69227
H 0.52082 -1.34834 1.82300
H -1.37985 -0.72067 0.68465
H -1.05222 0.69090 1.68308
H 0.63206 2.09640 -1.42682
H 1.44495 1.16902 -0.30637
H 0.38585 -1.55846 -0.69994
H -0.44159 -1.46450 -1.97534
O 0.19787 -2.02739 -1.52548

---

--- S ---
14
Properties=species:S:1:pos:R:3 method="wB97M-V/def2-TZVPD" orbital_gap_ev="7.1200 / 7.1275" e_homo_ha="-0.315 / -0.315" e_lumo_ha="-0.05360 / -0.05315"
C -1.96404 1.32954 -0.80062
N 0.42196 -1.36936 -0.29191
O -1.13559 0.42585 -0.13772
H -0.39596 -1.53780 0.28332
H 0.23556 -1.33373 -1.28558
H -2.09641 2.21501 -0.15874
H -2.96116 0.90189 -0.97383
H -1.52544 1.67470 -1.74799
N 1.78291 -0.78571 1.45154
C 1.24594 -0.28184 0.21667
O 0.55243 0.87409 0.43310
H 1.05889 -0.82622 2.15943
H 2.71867 -1.16141 1.35598
H 2.06222 -0.12501 -0.50365

---

Consider the structures shown above. The least stable of them is S.